No. 1
93
Properties=species:S:1:pos:R:3:mulliken_charge:R:1 method="wB97M-V/def2-TZVPD" total_charge=-1 max_force_ha_per_bohr=0.061 e_lumo_ev=2.206 de_lowest_kj_mol=87.50 gap_ev=7.14 homo_energy_ev=-4.929
Pb 13.5390 12.2020 14.0284 1.124
O 15.3939 11.7757 18.1510 -0.771
C 14.7513 12.0878 17.1128 0.400
N 14.0425 11.4021 16.2337 -0.084
C 13.8611 9.9784 16.2602 -0.185
C 14.5311 9.1237 17.0359 0.245
C 14.1940 7.7699 17.1357 -0.636
C 13.3211 7.1874 16.2763 -0.990
C 12.7218 8.0626 15.3356 -0.425
C 12.9084 9.3961 15.3616 -0.193
N 12.1761 10.2807 14.5695 0.107
C 10.8943 10.1453 14.2451 0.299
O 10.1509 9.1222 14.3144 -0.843
C 10.3049 11.4488 13.7485 0.280
C 9.0170 11.3733 13.2695 -0.526
C 8.3173 12.5730 13.0024 -0.350
C 8.9583 13.7334 13.2700 -0.824
C 10.3135 13.7165 13.5770 -0.171
N 10.9702 12.5759 13.9346 -0.028
C 14.7824 13.5777 16.7175 0.610
C 15.7814 14.4145 17.3390 -0.642
C 15.8985 15.6830 16.8952 -0.282
C 14.9948 16.2296 15.9465 -0.924
C 14.0192 15.3934 15.4463 -0.139
N 13.9500 14.0830 15.8312 -0.268
H 15.2130 9.5101 17.7904 0.258
H 14.6625 7.1710 17.8593 0.414
H 13.0418 6.1781 16.4075 0.474
H 11.9839 7.6801 14.6579 0.472
H 8.5380 10.3800 13.2894 0.419
H 7.2806 12.5243 12.6941 0.429
H 8.5673 14.7163 13.2599 0.421
H 11.0284 14.5000 13.6642 0.420
H 16.3790 14.0290 18.1078 0.545
H 16.6584 16.3250 17.2792 0.440
H 15.1723 17.2044 15.5508 0.400
H 13.3208 15.7301 14.6920 0.467
O 15.6268 15.0412 11.1981 -0.753
C 14.5395 14.6180 11.6359 0.211
O 14.0084 14.8195 12.7716 -0.579
C 13.7310 13.8465 10.5550 0.532
C 13.8385 14.2194 9.2517 -0.771
C 13.1225 13.4920 8.3090 -0.164
C 12.1564 12.5885 8.6871 -0.776
C 12.0210 12.3361 10.0329 -0.132
N 12.8292 12.9319 10.9303 0.127
H 14.6406 14.9039 8.9199 0.374
H 13.3097 13.7389 7.2429 0.334
H 11.5255 12.0489 8.0218 0.396
H 11.2357 11.6671 10.4467 0.379
C 21.1031 12.1063 15.8104 -2.041
C 20.0673 11.7636 16.8627 2.374
C 20.6506 12.0997 18.2496 -1.963
C 18.8137 12.7372 16.7530 -1.620
C 19.7268 10.2162 16.7668 1.995
O 20.9398 9.5069 17.0801 -0.709
C 18.6243 9.6261 17.6644 -0.163
C 18.8852 9.4512 19.1888 -0.920
C 17.7979 8.5337 19.7617 -0.109
C 17.9191 7.1258 19.8563 -0.137
C 16.8711 6.3620 20.4309 -0.813
C 15.7343 7.1007 20.7838 0.539
Cl 14.3757 6.1772 21.4054 -0.257
C 15.5649 8.4635 20.6626 -0.960
C 16.6145 9.1926 20.0860 -0.030
C 19.4710 9.7310 15.3416 -2.886
N 18.3033 10.3554 14.7484 1.033
C 16.9977 10.1864 14.9507 -0.419
N 16.2626 10.8016 14.0482 -0.183
C 17.2114 11.4700 13.2956 -0.484
N 18.4779 11.1390 13.6155 -1.014
H 21.4793 13.0844 16.1628 0.491
H 20.5978 12.2166 14.8468 0.384
H 21.9637 11.4272 15.7215 0.267
H 20.9614 13.1505 18.3091 0.566
H 21.5329 11.5692 18.4699 0.593
H 19.8635 11.8966 19.0148 0.179
H 19.2108 13.7174 17.0875 0.539
H 18.1028 12.3875 17.5351 0.164
H 18.2417 12.8329 15.8455 0.385
H 21.3091 9.7081 17.9587 0.534
H 18.3569 8.6672 17.1808 0.753
H 17.6761 10.1939 17.6664 -0.624
H 18.8511 10.4057 19.6791 0.394
H 19.8492 9.0003 19.4273 0.610
H 18.7856 6.5824 19.4594 0.387
H 16.8924 5.2378 20.4796 0.319
H 14.6553 8.9646 21.0321 0.349
H 16.6277 10.2881 20.1462 0.185
H 19.3432 8.6697 15.3585 0.670
H 20.2879 9.9128 14.6736 0.321
H 16.5361 9.6036 15.7126 0.662
H 16.9743 12.1207 12.4514 0.516



No. 2
7
Properties=species:S:1:pos:R:3:mulliken_charge:R:1 method="wB97M-V/def2-TZVPD" smiles="CC(=S)Br" max_force_ha_per_bohr=0.053 e_lumo_ev=-0.573 de_lowest_kj_mol=8.11 gap_ev=8.55 homo_energy_ev=-9.123
C 0.6094 -0.3689 -0.1803 -0.925
C -0.5344 0.4861 0.1466 0.272
S -0.4195 1.9958 0.7480 -0.191
Br -2.2155 -0.4940 0.1970 -0.110
H 0.3622 -1.4656 0.0356 0.342
H 1.5197 0.0678 0.2680 0.301
H 0.6780 -0.2212 -1.2149 0.310



No. 3
83
Properties=species:S:1:pos:R:3:mulliken_charge:R:1 method="wB97M-V/def2-TZVPD" max_force_ha_per_bohr=0.036 e_lumo_ev=-0.583 de_lowest_kj_mol=82.40 gap_ev=8.15 homo_energy_ev=-8.732
C -17.8487 -0.2509 -22.0729 0.537
O -17.4398 0.4195 -21.1042 -0.777
N -16.9968 -0.9227 -22.8658 0.050
N -19.1648 -0.2829 -22.3957 -0.395
H -17.1540 -1.1027 -23.8455 0.121
H -16.0300 -0.9175 -22.5906 -0.117
H -19.4553 -0.9875 -23.0512 0.179
H -19.8193 0.2023 -21.8151 0.238
C -12.2986 -5.6219 -18.5891 0.680
O -13.4218 -5.3109 -18.2185 -0.554
N -12.0037 -6.4114 -19.6945 -0.364
N -11.1490 -5.3780 -17.9028 -0.377
H -11.2290 -7.0444 -19.6772 0.170
H -12.6878 -6.5580 -20.4119 0.174
H -11.1613 -4.8688 -17.0385 0.149
H -10.3126 -5.6503 -18.3760 0.154
C -16.6898 3.8934 -20.9345 0.420
O -16.5103 5.1153 -20.8678 -0.694
N -17.8571 3.2659 -20.6145 -0.317
N -15.7239 3.0860 -21.4722 -0.341
H -17.8010 2.2550 -20.7094 0.385
H -18.6165 3.7022 -20.1359 0.180
H -15.6821 2.1037 -21.2664 0.343
H -14.9964 3.6524 -21.8695 0.178
C -16.5467 -2.1411 -25.9324 0.345
O -17.1093 -1.1893 -26.4692 -0.678
N -17.1961 -3.3358 -25.7752 -0.226
N -15.3174 -2.1062 -25.3411 -0.194
H -18.0673 -3.5198 -26.2316 0.189
H -16.6868 -4.1499 -25.4281 0.214
H -15.0088 -2.9095 -24.8273 0.154
H -14.6548 -1.3758 -25.5165 0.178
C -16.1544 -1.7000 -17.3983 0.288
O -16.0306 -1.2956 -16.2446 -0.699
N -16.8843 -1.0555 -18.3428 -0.012
N -15.5426 -2.8546 -17.8377 0.143
H -17.4105 -0.2828 -17.9749 0.236
H -16.8045 -1.1833 -19.3336 -0.013
H -15.1274 -3.4750 -17.1692 0.217
H -15.1974 -2.8132 -18.7813 -0.289
C -15.0965 -6.0862 -24.0407 0.715
O -15.1787 -5.2871 -24.9769 -0.753
N -13.8890 -6.2409 -23.3850 -0.405
N -16.0614 -6.8583 -23.5048 -0.311
H -13.8632 -6.9323 -22.6585 0.105
H -13.0043 -5.9470 -23.7541 0.225
H -17.0376 -6.7164 -23.7042 0.185
H -15.7551 -7.5865 -22.8942 0.179
C -12.3938 -2.7632 -21.0265 -0.706
C -13.7875 -3.3552 -21.2107 0.554
O -14.6536 -2.2155 -21.2432 0.397
S -13.8157 -0.8220 -21.0991 0.857
O -14.4829 0.1195 -20.2816 -0.479
O -13.3694 -0.4268 -22.3999 -0.678
O -12.5848 -1.5494 -20.3281 -0.305
H -12.0360 -2.4851 -22.0225 0.458
H -11.7188 -3.5108 -20.6198 0.400
H -14.0706 -4.0445 -20.4138 -0.035
H -13.8478 -3.8410 -22.1848 -0.320
C -12.0775 -2.3085 -15.7995 0.178
C -12.2252 -0.8677 -16.2938 -0.221
O -11.1636 -0.6734 -17.2498 -0.308
S -10.0411 -1.8234 -17.1878 1.106
O -8.8021 -1.2780 -16.7817 -0.589
O -10.1383 -2.5772 -18.3962 -0.442
O -10.6666 -2.6115 -15.9151 -0.391
H -12.6512 -2.9618 -16.4583 -0.178
H -12.4113 -2.3826 -14.7709 0.409
H -12.0241 -0.1789 -15.4717 0.283
H -13.1504 -0.5797 -16.7842 0.166
C -17.8899 -4.0638 -20.0736 0.164
C -17.0392 -5.3450 -20.1943 0.370
C -18.0695 -6.2972 -20.7258 -0.702
O -18.6551 -5.5172 -21.8105 -0.500
C -18.5989 -4.1359 -21.4162 -0.016
H -17.2885 -3.1638 -19.9879 -0.585
H -18.5151 -4.1288 -19.1839 0.346
H -16.6284 -5.5542 -19.2040 0.395
H -16.2130 -5.1571 -20.8822 -0.367
H -18.9062 -6.5156 -20.0587 0.314
H -17.6970 -7.2360 -21.1349 0.320
H -19.5966 -3.6925 -21.4052 0.326
H -17.9914 -3.6394 -22.1783 -0.036



No. 4
14
Properties=species:S:1:pos:R:3:mulliken_charge:R:1 method="wB97M-V/def2-TZVPD" smiles="C=COCCO" max_force_ha_per_bohr=0.008 e_lumo_ev=1.045 de_lowest_kj_mol=212.82 gap_ev=10.98 homo_energy_ev=-9.932
C 1.4689 0.7452 0.9365 -0.623
C 1.2424 0.7749 -0.3742 -0.171
O 0.0310 1.1279 -0.9036 -0.364
C -0.9590 0.1009 -1.0076 -0.289
C -1.2158 -0.6766 0.2779 -0.472
O -0.2536 -1.6744 0.5313 -0.533
H 2.4332 0.4584 1.3382 0.316
H 0.6731 0.9865 1.6352 0.239
H 2.0232 0.5584 -1.1081 0.301
H -1.8698 0.6300 -1.3005 0.306
H -0.6907 -0.6142 -1.7999 0.295
H -1.3258 0.0298 1.1187 0.240
H -2.1690 -1.2040 0.1759 0.358
H 0.6119 -1.2429 0.4802 0.397



No. 5
82
Properties=species:S:1:pos:R:3:mulliken_charge:R:1 method="wB97M-V/def2-TZVPD" max_force_ha_per_bohr=0.246 e_lumo_ev=0.132 de_lowest_kj_mol=232.53 gap_ev=9.06 homo_energy_ev=-8.932
C -0.1653 6.0038 1.6586 -1.301
C -0.2738 4.5300 2.0555 0.038
O 0.7712 3.7972 1.4943 -0.421
H -0.2107 6.0699 0.6150 0.328
H 0.8134 6.4803 1.5125 0.322
H -0.8894 6.5554 1.9975 0.467
H -1.3564 4.0147 1.9640 0.170
H -0.0702 4.3860 3.1408 0.243
H 0.4780 3.4709 0.6199 0.391
C 5.4271 -0.7578 1.4981 -1.250
C 4.7288 -0.0946 0.2370 0.080
O 5.5954 0.9358 -0.2924 -0.575
H 5.4859 0.0710 2.0704 0.393
H 6.4311 -0.9270 1.5750 0.443
H 4.6796 -1.5575 1.8034 0.204
H 3.7673 0.3338 0.4498 0.053
H 4.6302 -0.8594 -0.5215 0.289
H 5.8722 1.6468 0.4797 0.330
C -4.1311 -1.3715 2.3003 -1.327
C -3.5475 -1.2371 3.8700 0.126
O -4.2772 -0.2036 4.4544 -0.531
H -4.1769 -0.4895 1.7640 0.377
H -5.0924 -1.7857 2.4464 0.408
H -3.5526 -2.0928 1.8344 0.370
H -2.5780 -0.7843 3.6392 0.001
H -3.5621 -2.2226 4.3583 0.313
H -3.9180 0.0080 5.2771 0.298
C -4.6330 3.4288 -2.4850 -1.345
C -3.5928 2.4396 -1.9420 0.245
O -2.6955 1.9491 -2.7538 -0.457
H -4.2439 4.2665 -2.7762 0.497
H -5.1890 3.9064 -1.5947 0.306
H -5.3095 2.8307 -3.0900 0.284
H -4.1684 1.6464 -1.3910 0.194
H -3.1139 2.6949 -0.9314 -0.013
H -2.1051 1.5318 -2.2868 0.481
C 0.1378 -2.5270 -4.7448 -1.201
C -1.3394 -2.3611 -4.6868 0.233
O -2.0074 -2.7945 -5.7946 -0.574
H 0.7813 -2.2243 -4.0200 0.338
H 0.6020 -2.1832 -5.8390 0.293
H 0.2993 -3.5681 -5.0372 0.272
H -1.6867 -1.2353 -4.7778 0.189
H -1.6305 -3.0959 -3.7623 0.054
H -2.8775 -2.7052 -5.4247 0.370
C 1.4679 -4.6474 -2.2646 -1.422
C 0.5375 -5.2142 -1.2124 0.097
O -0.7464 -4.8249 -1.6486 -0.499
H 1.7473 -3.6770 -2.3908 0.200
H 1.3144 -5.0398 -3.1755 0.463
H 2.4857 -4.7412 -2.0446 0.558
H 0.7889 -4.6589 -0.2710 0.121
H 0.6457 -6.3939 -1.1701 0.248
H -1.5943 -5.0359 -1.0301 0.286
C 2.6774 3.0695 -1.9922 -0.723
C 1.2137 2.7560 -2.2937 -0.210
O 0.6616 2.6191 -0.9749 -0.496
H 3.0985 2.2440 -1.4379 0.046
H 2.5012 3.9884 -1.4365 0.270
H 3.3310 3.2348 -3.0979 0.265
H 1.0596 1.7479 -2.8157 0.175
H 0.7177 3.5216 -2.8365 0.352
H 0.0255 1.8767 -0.9956 0.133
C 0.9900 -2.0140 3.7867 -0.639
C 1.3238 -0.9294 4.8163 -0.373
O 0.4018 -0.9152 5.9221 -0.538
H 0.1529 -1.9878 3.4658 0.230
H 0.9861 -2.9849 4.3372 0.377
H 1.8126 -2.0558 2.9309 0.025
H 1.4327 0.0420 4.4856 0.379
H 2.4236 -0.9411 5.1396 0.331
H 0.5581 -0.4178 6.7113 0.285
C -0.6713 0.0755 1.2779 -0.534
S -0.8245 -0.7449 -0.2727 0.400
O -1.0187 0.3470 -1.3495 -0.814
C 0.8960 -1.2353 -0.4376 -0.497
H 0.0593 0.6622 1.3245 0.633
H -0.5998 -0.6954 2.1609 -0.566
H -1.6163 0.6203 1.4185 0.408
H 1.0166 -1.5043 -1.3760 0.207
H 1.1608 -1.8013 0.3847 0.477
H 1.4770 -0.2648 -0.6010 -0.061



No. 6
64
Properties=species:S:1:pos:R:3:mulliken_charge:R:1 method="wB97M-V/def2-TZVPD" total_charge=-1 max_force_ha_per_bohr=0.050 e_lumo_ev="1.404 / 1.649" de_lowest_kj_mol=163.49 gap_ev="6.43 / 6.61" homo_energy_ev="-5.028 / -4.963"
Pd -0.5155 -0.7546 0.2776 0.109
O 5.5574 1.2017 -0.1017 -0.539
C 4.2780 0.7718 0.0609 1.115
C 3.9508 -0.5799 0.0967 -0.317
C 2.6260 -0.9459 0.2705 -0.224
N 1.6683 -0.0349 0.3927 -0.231
C 1.9666 1.2583 0.3835 0.285
C 3.2637 1.7148 0.2130 -0.470
C 0.7820 2.1997 0.6066 -0.215
O 0.9516 3.4075 0.5056 -0.746
O -0.3051 1.6177 0.9325 -0.451
C 2.1709 -2.4177 0.4038 0.267
O 3.0321 -3.2884 0.3568 -0.741
O 0.9331 -2.5632 0.5836 -0.552
H 6.1381 0.4349 -0.1831 0.290
H 4.6960 -1.3552 -0.0011 0.433
H 3.4782 2.7713 0.2171 0.564
O -1.4294 0.5775 -1.3325 -1.149
As -2.2686 1.6705 -0.4445 2.446
C -3.9258 1.6580 -1.5096 0.140
C -4.7339 0.5326 -1.3900 -0.395
C -5.8059 0.3462 -2.2436 -0.696
C -6.0695 1.2777 -3.2352 -0.486
C -5.2490 2.3830 -3.3780 -0.639
C -4.1757 2.5714 -2.5240 -0.302
C -1.7666 3.5427 -0.5787 0.151
C -2.0310 4.4684 0.4177 -0.406
C -1.6165 5.7794 0.2619 -0.770
C -0.9340 6.1635 -0.8793 -0.477
C -0.6657 5.2373 -1.8726 -0.725
C -1.0846 3.9278 -1.7225 -0.319
C -3.0736 1.3728 1.3063 0.652
C -2.6071 0.5323 2.3016 -0.160
C -3.2569 0.4911 3.5252 -0.942
C -4.3555 1.2985 3.7641 -0.525
C -4.8134 2.1528 2.7761 -0.867
C -4.1798 2.1788 1.5486 -0.359
H -4.4995 -0.2006 -0.6189 0.318
H -6.4383 -0.5227 -2.1361 0.447
H -6.9042 1.1333 -3.9081 0.359
H -5.4498 3.1012 -4.1583 0.394
H -3.5263 3.4368 -2.6357 0.330
H -2.5286 4.1634 1.3299 0.468
H -1.8137 6.5057 1.0391 0.376
H -0.5918 7.1835 -0.9867 0.381
H -0.1206 5.5316 -2.7582 0.398
H -0.8632 3.1671 -2.4689 0.439
H -1.7094 -0.0820 2.1278 0.638
H -2.8881 -0.1619 4.3012 0.470
H -4.8525 1.2680 4.7225 0.397
H -5.6545 2.8040 2.9656 0.413
H -4.5388 2.8314 0.7579 0.534
Se -1.9099 -2.6973 0.7467 0.099
C -3.7776 -3.0722 0.3859 -0.126
C -4.6570 -3.2109 1.4607 -0.258
C -5.9170 -3.7475 1.2842 -0.588
C -6.3313 -4.1432 0.0220 -0.389
C -5.4949 -3.9437 -1.0652 -0.590
C -4.2308 -3.4112 -0.8889 -0.124
H -4.3306 -2.9150 2.4473 0.361
H -6.5729 -3.8798 2.1365 0.367
H -7.2954 -4.6147 -0.1119 0.365
H -5.8268 -4.2317 -2.0555 0.386
H -3.5832 -3.2748 -1.7439 0.387